Record 1
{"formula": "C5H10N", "method": "wB97M-V/def2-TZVPD", "orbital_gap_ha": [0.23681, 0.28527], "energy_ev": -6826.830, "fmax_ha_per_bohr": 0.1000, "de_lowest_ev": 3.372, "charge": 1, "species": ["C", "C", "C", "C", "C", "N", "H", "H", "H", "H", "H", "H", "H", "H", "H", "H"], "positions_angstrom": [[0.290, -2.367, -1.434], [-0.579, -1.449, -0.992], [-1.087, 0.664, 0.223], [-0.002, 0.703, 1.244], [0.965, 1.864, 1.099], [-0.335, -0.106, -0.799], [-0.162, -3.328, -1.587], [1.270, -2.244, -1.729], [-1.540, -1.807, -0.514], [-1.864, -0.032, 0.605], [-1.470, 1.562, -0.044], [0.292, -0.120, 1.941], [1.927, 1.407, 1.406], [0.774, 2.792, 1.816], [1.055, 2.103, -0.028], [0.465, 0.358, -1.207]], "forces_ev_per_angstrom": [[-2.60, -0.02, 0.22], [-0.40, -1.07, 1.41], [0.51, -4.61, 2.23], [0.96, 1.20, -1.37], [0.52, -0.48, 0.27], [-0.05, 1.24, 1.42], [0.20, -0.47, 0.05], [1.93, 0.59, -0.60], [0.98, 0.63, -1.06], [0.06, 0.67, -0.56], [-0.96, 2.71, -1.15], [-0.76, 0.55, -0.80], [-0.14, 0.82, -0.09], [0.08, -1.87, -1.70], [-0.33, 0.34, 1.94], [0.01, -0.24, -0.21]]}



Record 2
{"formula": "C3H4N2O", "method": "wB97M-V/def2-TZVPD", "orbital_gap_ha": 0.35501, "energy_ev": -8201.108, "fmax_ha_per_bohr": 0.0796, "smiles": "OC1N=CC=N1", "de_lowest_ev": 2.777, "charge": 0, "species": ["O", "C", "N", "C", "C", "N", "H", "H", "H", "H"], "positions_angstrom": [[-1.318, -0.567, 1.386], [0.153, -0.687, 0.680], [-0.167, -1.026, -0.684], [0.044, -0.005, -1.386], [0.601, 1.025, -0.584], [0.694, 0.589, 0.626], [-1.274, 0.126, 2.077], [0.850, -1.459, 1.177], [-0.260, -0.077, -2.495], [0.677, 2.082, -0.797]], "forces_ev_per_angstrom": [[3.29, -0.28, -1.15], [-2.02, -1.33, 0.94], [-1.29, -2.24, 0.22], [-1.17, -1.76, -3.51], [-0.06, 1.28, 2.41], [0.71, 3.05, 0.62], [0.54, -0.44, -0.59], [-1.47, 1.17, -0.56], [0.82, 0.63, 1.83], [0.64, -0.07, -0.22]]}